1.
C24H30BCl4F5NO5S2SiW | wB97M-V/def2-TZVPD

Each line ends with the Löwdin charge.
Cartesian coordinates (Å):
W1 -1.05841 0.32881 -2.05367  1.36
F1 -3.41964 2.80785 -4.35712  0.15
C1 -3.21504 3.80182 -3.48583  -0.61
F2 -3.11647 4.94175 -4.17547  0.16
F3 -4.30067 3.88722 -2.70038  0.15
C2 -1.97756 3.55214 -2.66053  -0.10
C3 -0.92248 4.40913 -2.68395  0.05
C4 0.24611 4.16267 -1.90777  -0.01
C5 0.34538 3.00463 -1.21893  -0.09
N1 -0.70205 2.11847 -1.21208  -0.14
C6 -1.91040 2.42343 -1.78677  -0.71
S1 -3.11331 1.19783 -1.50258  0.78
H1 -0.97805 5.29755 -3.29795  0.14
H2 1.06104 4.87065 -1.90230  0.12
H3 1.22274 2.70529 -0.66254  0.12
Cl1 0.41338 -1.33119 -8.50360  0.73
C7 0.09963 -1.52199 -6.83182  -0.68
C8 0.20679 -2.78087 -6.23256  -0.68
Cl2 0.64226 -4.14235 -7.16862  0.74
C9 -0.04840 -2.94059 -4.86536  -0.58
Cl3 0.02652 -4.46898 -4.10151  0.81
C10 -0.39181 -1.82188 -4.13415  -0.23
O1 -0.70231 -1.84094 -2.78192  -0.09
C11 -0.51924 -0.58388 -4.72984  -0.29
O2 -0.90752 0.43351 -3.89735  -0.22
C12 -0.27345 -0.40973 -6.07615  -0.60
Cl4 -0.44327 1.15650 -6.75580  0.77
F4 1.07342 -0.53781 -2.09966  0.00
B1 0.39675 -1.79371 -1.77885  -1.25
F5 1.23573 -2.80960 -1.63759  0.22
C13 3.44530 -0.34347 2.79494  -0.01
C14 3.06972 -0.89961 1.43160  -0.60
C15 3.23110 0.14739 0.34298  -0.01
C16 3.85095 -2.15915 1.10805  -0.01
O3 1.67319 -1.31741 1.49283  -0.11
Si1 0.25149 -0.62242 1.64435  0.07
S2 -0.81079 -1.28092 -0.28614  0.83
O4 0.24162 0.97941 1.71805  -0.13
C17 -0.44011 1.89424 2.64310  -0.60
C18 -1.94085 1.76625 2.43751  -0.01
C19 -0.03512 1.55375 4.06919  -0.01
C20 0.04773 3.28405 2.27871  -0.02
O5 -0.72084 -1.26944 2.72600  -0.14
C21 -1.15867 -2.59855 3.14695  -0.61
C22 -0.24501 -3.66066 2.55783  -0.02
C23 -2.59002 -2.76369 2.66749  -0.02
C24 -1.08063 -2.58846 4.66321  -0.02
H4 4.50401 -0.08408 2.81339  0.10
H5 3.25800 -1.08526 3.57187  0.10
H6 2.86689 0.55493 3.01829  0.07
H7 4.27196 0.46879 0.29322  0.10
H8 2.61337 1.02168 0.56108  0.07
H9 2.95307 -0.25894 -0.62806  0.08
H10 4.91581 -1.93344 1.05028  0.10
H11 3.52726 -2.57266 0.15263  0.09
H12 3.69678 -2.91027 1.88265  0.09
H13 -2.29162 0.77611 2.72689  0.08
H14 -2.19597 1.93841 1.39001  0.07
H15 -2.46245 2.50766 3.04374  0.10
H16 -0.33415 0.54000 4.33201  0.08
H17 -0.52054 2.24343 4.75999  0.10
H18 1.04422 1.65116 4.19442  0.09
H19 -0.29493 3.57193 1.28594  0.07
H20 1.13715 3.32727 2.30882  0.10
H21 -0.34442 4.00889 2.99227  0.10
H22 -0.28633 -3.66110 1.46604  0.08
H23 -0.56418 -4.64431 2.90236  0.10
H24 0.78813 -3.50317 2.86611  0.09
H25 -2.64488 -2.74933 1.57847  0.07
H26 -3.21711 -1.96295 3.06081  0.09
H27 -2.98897 -3.71640 3.01666  0.10
H28 -0.05332 -2.43284 4.99382  0.09
H29 -1.43147 -3.54019 5.06237  0.10
H30 -1.70505 -1.79236 5.06993  0.09

Forces on atoms 1 to 2 (eV/Å):
0.5 -0.5 0.1
0.0 -0.1 0.0

Output
Molecular weight: 936.180 g mol⁻¹
Total energy: -132834.732 eV
Strongest force on any atom: 0.74 eV/A
E_HOMO: -11.5 eV
Charge: +1
E_LUMO: -4.3 eV

2.
C24H30BCl57NO3P | wB97M-V/def2-TZVPD

Each line ends with the Löwdin charge.
Cartesian coordinates (Å):
C1 4.62169 -4.60827 -2.54968  -0.17
C2 3.87034 -3.86415 -3.35040  -0.26
C3 2.80116 -2.89333 -4.05834  -0.16
B1 1.30390 -3.01829 -3.42931  -0.36
N1 0.16599 -3.76930 -4.02072  0.02
C4 0.20857 -5.23556 -3.72712  -0.25
C5 0.28697 -5.61666 -2.17084  -0.11
P1 1.03522 -2.08901 -1.73787  0.66
O1 1.77044 -2.76307 -0.57052  -0.33
O2 1.65380 -0.49698 -2.01205  -0.22
O3 -0.61321 -1.89640 -1.32784  -0.23
H1 5.25821 -5.36264 -1.97101  0.05
H2 3.15393 -1.80786 -3.87956  0.05
H3 2.82686 -3.05425 -5.18745  0.11
H4 -0.74714 -3.34347 -3.81411  0.10
H5 1.04919 -5.75821 -4.30240  0.13
H6 -0.78515 -5.68240 -4.11918  0.12
H7 0.15298 -6.76714 -2.11332  0.08
H8 1.30360 -5.40720 -1.67966  0.08
H9 -0.59921 -5.19036 -1.56016  0.08
H10 1.09933 0.05584 -1.39666  0.01
H11 -0.90132 -2.70650 -0.84392  0.07
C6 -2.66875 0.66478 0.71192  -1.55
Cl1 -3.78225 2.00524 1.01125  0.52
Cl2 -1.10591 1.26971 0.14248  0.56
Cl3 -2.46155 -0.31062 2.17130  0.46
H12 -3.09445 0.03215 -0.06526  -0.02
C7 7.08413 -1.71457 -2.12059  -1.48
Cl4 7.19942 -2.08086 -0.39151  0.56
Cl5 8.59461 -2.13006 -2.94713  0.51
Cl6 5.71053 -2.58269 -2.84916  0.61
H13 6.91587 -0.64240 -2.23482  -0.08
C8 1.27763 3.90457 -1.09185  -1.53
Cl7 1.44760 5.21760 0.08302  0.55
Cl8 1.46804 4.51801 -2.74032  0.53
Cl9 2.45379 2.62246 -0.76573  0.55
H14 0.27735 3.48585 -0.99538  -0.03
C9 -6.75471 3.47412 -1.89401  -1.52
Cl10 -6.87875 2.04978 -2.93734  0.52
Cl11 -7.19676 3.06466 -0.23035  0.49
Cl12 -5.12055 4.14913 -1.95659  0.51
H15 -7.45096 4.22773 -2.25759  0.02
C10 -2.72895 -0.43496 6.03384  -1.51
Cl13 -2.73844 -1.68176 4.77849  0.45
Cl14 -3.25079 1.11999 5.37129  0.53
Cl15 -3.76280 -0.91128 7.38940  0.53
H16 -1.71015 -0.32626 6.40147  0.02
C11 4.84460 0.05301 -6.65989  -1.51
Cl16 5.23801 -1.02047 -5.30937  0.55
Cl17 3.10139 0.04964 -6.96877  0.52
Cl18 5.41558 1.69591 -6.33534  0.53
H17 5.35084 -0.31600 -7.55000  0.02
C12 -0.51074 -5.13753 4.45232  -1.53
Cl19 -0.34785 -3.83234 5.63639  0.50
Cl20 -0.33180 -4.50866 2.80773  0.52
Cl21 0.67545 -6.41274 4.76217  0.50
H18 -1.50697 -5.56528 4.54925  0.02
C13 -5.50897 1.11973 10.40534  -1.55
Cl22 -4.01796 1.44990 11.30024  0.51
Cl23 -6.68185 0.28778 11.43661  0.52
Cl24 -6.19610 2.61987 9.76694  0.52
H19 -5.26894 0.46881 9.56571  -0.03
C14 2.37950 -9.52350 3.15516  -1.57
Cl25 2.83056 -8.38481 1.87784  0.51
Cl26 2.65977 -8.81123 4.75026  0.49
Cl27 0.68778 -10.01487 2.98158  0.52
H20 3.00574 -10.40989 3.06123  -0.08
C15 -4.34980 8.12340 -3.33250  -1.52
Cl28 -2.85613 7.36878 -2.75674  0.48
Cl29 -4.76433 7.52698 -4.94592  0.52
Cl30 -5.67345 7.82220 -2.19843  0.51
H21 -4.19004 9.19819 -3.39505  0.02
C16 8.04048 -6.73524 -4.04329  -1.50
Cl31 7.49268 -7.75078 -5.38520  0.52
Cl32 9.61411 -6.01345 -4.41188  0.52
Cl33 6.84588 -5.47817 -3.68619  0.60
H22 8.15051 -7.36357 -3.16143  0.02
C17 -5.91658 -2.63268 1.75825  -1.51
Cl34 -6.87334 -3.59425 0.62225  0.53
Cl35 -4.71386 -3.64548 2.57046  0.51
Cl36 -5.13249 -1.28367 0.92445  0.54
H23 -6.58757 -2.22549 2.51231  0.02
C18 6.61807 -9.79796 3.55966  -1.51
Cl37 5.29401 -10.75412 2.87481  0.57
Cl38 6.26062 -8.06962 3.44629  0.52
Cl39 6.91494 -10.26263 5.24037  0.53
H24 7.51917 -10.00003 2.98379  0.02
C19 3.38456 8.07068 -1.21564  -1.52
Cl40 5.14617 8.14518 -1.06891  0.53
Cl41 2.63388 9.44492 -0.38858  0.45
Cl42 2.90342 8.02945 -2.91790  0.51
H25 3.03967 7.15451 -0.74053  -0.06
C20 -10.46949 4.32989 2.40948  -1.54
Cl43 -10.31173 5.64141 3.58625  0.52
Cl44 -10.27643 4.94661 0.76193  0.50
Cl45 -9.28871 3.05342 2.73946  0.51
H26 -11.46734 3.90533 2.50141  0.02
C21 8.50357 1.33508 -0.72233  -1.52
Cl46 10.26323 1.33414 -0.54095  0.53
Cl47 7.79344 2.72789 0.10618  0.53
Cl48 8.05515 1.33524 -2.43509  0.56
H27 8.11156 0.42803 -0.26547  -0.04
C22 -9.83081 -0.75197 -3.17474  -1.55
Cl49 -11.45318 -0.94675 -2.49561  0.52
Cl50 -8.59991 -1.03498 -1.93640  0.49
Cl51 -9.59583 -1.84420 -4.54695  0.52
H28 -9.72919 0.27177 -3.53059  0.00
C23 2.02200 12.91836 2.22442  -1.52
Cl52 1.89390 11.49608 1.17812  0.46
Cl53 1.58225 12.50756 3.88834  0.52
Cl54 3.65680 13.59111 2.16094  0.53
H29 1.32660 13.67360 1.86297  0.02
C24 -1.47146 8.97154 1.37430  -1.53
Cl55 0.02226 8.21492 1.94561  0.50
Cl56 -1.89131 8.37708 -0.23903  0.48
Cl57 -2.79440 8.67308 2.51104  0.53
H30 -1.30892 10.04619 1.31211  0.01

Forces on atoms 1 to 2 (eV/Å):
-6.2 2.2 -4.4
1.2 -4.7 4.0

Output
Molecular weight: 2443.115 g mol⁻¹
Total energy: -756745.578 eV
Strongest force on any atom: 7.94 eV/A
E_HOMO: -8.5 eV
Charge: 0
E_LUMO: -0.3 eV